Entry from OMol25: 2 unconnected molecules or ions with the total composition C5H10N2 at a distorted geometry (ωB97M-V/def2-TZVPD).

Positions of all 17 atoms, in Å:
H  -1.9556  -0.1210  -1.5385
H  2.0389  0.6429  1.0399
C  0.7074  0.2126  -0.5683
H  -1.2900  1.0626  2.2147
H  -3.1645  -0.7303  -0.2815
C  1.2822  -1.1881  -0.5898
C  -1.2993  -0.0689  0.4098
H  0.2308  1.7394  -1.6573
C  -0.9702  0.1752  1.6937
N  1.2435  0.9900  0.5174
H  1.0358  1.9783  0.4949
N  0.5044  0.7601  -1.7319
C  -2.2048  -0.3007  -0.5049
H  0.9504  -1.7048  -1.4862
H  2.3725  -1.1624  -0.5595
H  -0.4000  -0.5346  2.2733
H  0.9185  -1.7506  0.2742

Forces on atoms 1 to 3 (eV/Å):
-0.078 -0.068 -0.263
-0.378 0.242 -0.328
4.780 1.968 -1.471

energy above the lowest of the compared OMol25 structures with the same formula, charge and spin: 3.721 eV
SMILES string: [H]/N=C(/C)N.C=C=C
E_HOMO: -8.45 eV
gap between HOMO and LUMO: 8.818 eV
E_LUMO: 0.0135 hartree

For each atom in turn, the Löwdin charge in e is: 0.0445, 0.0891, -0.5877, 0.0658, 0.0584, -0.0471, -0.2330, 0.0478, 0.0092, 0.0412, 0.0881, 0.1219, 0.0085, 0.0795, 0.0806, 0.0615, 0.0717